{"formula": "C56H115N5O24P6", "method": "the ωB97M-V functional and the def2-TZVPD basis", "symbols": ["C", "C", "O", "P", "O", "O", "C", "C", "O", "C", "C", "H", "H", "H", "H", "H", "H", "H", "H", "H", "H", "H", "H", "H", "H", "H", "C", "C", "O", "P", "O", "O", "C", "C", "O", "C", "C", "H", "H", "H", "H", "H", "H", "H", "H", "H", "H", "H", "H", "H", "H", "H", "C", "C", "O", "P", "O", "O", "C", "C", "O", "C", "C", "H", "H", "H", "H", "H", "H", "H", "H", "H", "H", "H", "H", "H", "H", "H", "C", "C", "O", "P", "O", "O", "C", "C", "O", "C", "C", "H", "H", "H", "H", "H", "H", "H", "H", "H", "H", "H", "H", "H", "H", "H", "C", "C", "O", "P", "O", "O", "C", "C", "O", "C", "C", "H", "H", "H", "H", "H", "H", "H", "H", "H", "H", "H", "H", "H", "H", "H", "C", "C", "O", "P", "O", "O", "C", "C", "O", "C", "C", "H", "H", "H", "H", "H", "H", "H", "H", "H", "H", "H", "H", "H", "H", "H", "C", "C", "C", "N", "C", "H", "H", "H", "H", "H", "C", "C", "C", "N", "C", "H", "H", "H", "H", "H", "C", "C", "C", "N", "C", "H", "H", "H", "H", "H", "C", "C", "C", "N", "C", "H", "H", "H", "H", "H", "C", "C", "C", "N", "C", "H", "H", "H", "H", "H"], "coordinates": [[-5.8755, -1.8746, -9.4400], [-7.1774, -2.5814, -9.8650], [-8.2221, -2.2416, -8.9576], [-8.4222, -2.5348, -7.3605], [-7.3535, -2.0673, -6.4159], [-8.7193, -4.1112, -7.3363], [-9.6509, -4.8006, -8.2698], [-10.2089, -5.9657, -7.5071], [-9.8775, -1.8321, -7.1141], [-10.3446, -1.7440, -5.7817], [-11.2123, -0.5220, -5.6775], [-6.1578, -0.8418, -9.2355], [-5.4055, -2.3834, -8.5985], [-5.1494, -2.0305, -10.2379], [-7.3865, -2.3249, -10.9036], [-7.1063, -3.6661, -9.7846], [-10.4588, -4.2422, -8.7427], [-9.0861, -5.1119, -9.1486], [-9.3588, -6.5945, -7.2425], [-10.6428, -5.6541, -6.5570], [-10.9869, -6.4005, -8.1347], [-10.9092, -2.6554, -5.5848], [-9.5250, -1.6059, -5.0765], [-10.7067, 0.4119, -5.4325], [-11.9354, -0.2584, -6.4494], [-11.8056, -0.7480, -4.7915], [6.8046, 0.9689, 6.0279], [7.0262, -0.3474, 6.7591], [6.7519, -1.3985, 5.9524], [7.7750, -2.6768, 5.9103], [7.3932, -3.6697, 4.8963], [9.2589, -2.0877, 5.8246], [9.7230, -1.3918, 4.6392], [10.6109, -0.2796, 5.1332], [7.5808, -3.2150, 7.4824], [8.2373, -4.4327, 7.9405], [9.7511, -4.2982, 8.3063], [7.1632, 1.8466, 6.5657], [7.4915, 1.0240, 5.1833], [5.8105, 1.2919, 5.7189], [8.1122, -0.3230, 6.8493], [6.5878, -0.4456, 7.7523], [10.1863, -2.0517, 3.9057], [8.8975, -0.8939, 4.1305], [11.3830, -0.5842, 5.8398], [11.0086, 0.2131, 4.2460], [10.0221, 0.4732, 5.6573], [7.6680, -4.8064, 8.7916], [8.1111, -5.1886, 7.1654], [10.3138, -4.2207, 7.3759], [9.7741, -3.4327, 8.9684], [10.1203, -5.2125, 8.7709], [7.7829, 1.3724, -1.6634], [9.1587, 1.0948, -2.2646], [9.8663, 2.3661, -2.2894], [9.6774, 3.4315, -3.4529], [9.0673, 2.9142, -4.7388], [8.9210, 4.6768, -2.7900], [7.5241, 4.7346, -2.4542], [6.9099, 6.0979, -2.0963], [11.2188, 3.9592, -3.6151], [12.2218, 3.1899, -4.1961], [12.4300, 1.7639, -3.6396], [7.2025, 1.9723, -2.3644], [7.1127, 0.5224, -1.5352], [7.7600, 1.9461, -0.7369], [9.6029, 0.4003, -1.5516], [9.1852, 0.6587, -3.2632], [6.9056, 4.1774, -3.1578], [7.3245, 4.1520, -1.5548], [7.3059, 6.5833, -1.2042], [7.0641, 6.8180, -2.8999], [5.8202, 6.0746, -2.1067], [11.9836, 3.1609, -5.2594], [13.1788, 3.7107, -4.1631], [13.4383, 1.4107, -3.8558], [12.4313, 1.8075, -2.5505], [11.7763, 0.9858, -4.0338], [-5.8370, 4.7485, 3.7515], [-6.6752, 4.7065, 2.3864], [-7.6256, 5.7598, 2.3864], [-8.4704, 5.9927, 0.9725], [-9.5058, 7.0551, 1.0229], [-7.2325, 6.2006, -0.0767], [-7.4958, 5.9743, -1.4517], [-6.1009, 6.1837, -2.0265], [-9.0803, 4.5353, 0.6224], [-10.4191, 4.3809, 0.4218], [-10.6631, 2.8333, 0.4705], [-6.5125, 4.6091, 4.5956], [-5.1164, 3.9312, 3.7813], [-5.3586, 5.7201, 3.8750], [-6.0540, 4.8724, 1.5063], [-7.3388, 3.8448, 2.3139], [-7.8778, 4.9660, -1.6117], [-8.2060, 6.7599, -1.7094], [-5.5826, 7.0075, -1.5357], [-5.4086, 5.3421, -2.0038], [-6.2584, 6.3266, -3.0955], [-11.0922, 4.8467, 1.1417], [-10.5928, 4.8316, -0.5553], [-11.6178, 2.4575, 0.1024], [-10.0500, 2.3558, -0.2938], [-10.5869, 2.3452, 1.4421], [-0.3141, 0.2895, 7.4254], [-0.2522, -0.0547, 8.9273], [0.1958, -1.3881, 9.1248], [-0.8843, -2.5887, 9.2287], [-1.9840, -2.3527, 10.2116], [0.0417, -3.8752, 9.5869], [0.6721, -4.4501, 8.4683], [1.7202, -5.4940, 8.8940], [-1.3293, -2.8472, 7.6452], [-2.4796, -3.6103, 7.3715], [-2.5863, -4.1260, 5.8502], [-0.9785, -0.4147, 6.9247], [-0.7310, 1.2861, 7.2801], [0.6307, 0.3008, 6.8818], [0.5114, 0.6120, 9.3280], [-1.2235, 0.0255, 9.4153], [0.0181, -4.8677, 7.7028], [1.2799, -3.6944, 7.9706], [2.3877, -5.7917, 8.0853], [2.3448, -5.0865, 9.6890], [1.3813, -6.4286, 9.3410], [-2.5694, -4.4364, 8.0768], [-3.3584, -3.0435, 7.6791], [-3.5874, -4.3214, 5.4657], [-2.1435, -3.4171, 5.1506], [-1.9633, -5.0083, 5.7042], [0.9230, -2.1610, 1.3902], [1.1894, -0.6845, 1.2395], [0.5419, -0.1759, 0.0528], [-0.8676, 0.6346, 0.0974], [-0.9897, 1.5837, 1.1898], [-1.0092, 1.3457, -1.3994], [-0.6192, 0.6479, -2.5658], [-0.9441, 1.5033, -3.7854], [-1.9807, -0.5115, 0.0234], [-3.3908, -0.1881, 0.3991], [-4.0270, 0.2511, -0.9042], [1.3239, -2.6957, 0.5291], [1.5219, -2.5242, 2.2254], [-0.1586, -2.2883, 1.4336], [0.9760, -0.1544, 2.1677], [2.2090, -0.4706, 0.9190], [0.4258, 0.3474, -2.4897], [-1.2326, -0.2496, -2.6447], [-0.4488, 1.0536, -4.6459], [-2.0274, 1.6115, -3.8389], [-0.4354, 2.4673, -3.7800], [-3.8125, -1.0748, 0.8723], [-3.4479, 0.5977, 1.1524], [-5.1164, 0.2883, -0.9112], [-3.6168, 1.2365, -1.1251], [-3.7695, -0.4106, -1.7312], [-1.6732, -5.7247, -1.2514], [-2.9311, -5.9713, -0.7983], [-2.9007, -6.9947, 0.1865], [-1.5772, -7.3152, 0.3680], [-0.8333, -6.6206, -0.5662], [-1.3223, -4.9725, -1.9424], [-3.8437, -5.4285, -0.9956], [-3.7334, -7.4996, 0.6536], [-1.2086, -7.9544, 1.0577], [0.2007, -6.9322, -0.5563], [-0.7420, 9.2331, 0.2366], [-0.4114, 8.5830, -0.9607], [-0.3474, 7.2553, -0.6659], [-0.5246, 7.1863, 0.7074], [-0.6459, 8.3623, 1.2935], [-0.8792, 10.2960, 0.3704], [-0.3014, 9.0217, -1.9414], [-0.2226, 6.3501, -1.2416], [-0.8014, 6.3417, 1.1871], [-0.8914, 8.3669, 2.3452], [-1.1029, 8.3390, -9.9417], [-1.6639, 8.0128, -8.6152], [-2.3804, 9.1726, -8.1941], [-2.3388, 10.0764, -9.2154], [-1.3832, 9.7011, -10.1148], [-0.5811, 7.6480, -10.5872], [-1.7180, 7.0362, -8.1572], [-3.0769, 9.4724, -7.4251], [-2.8054, 10.9720, -9.1980], [-1.2238, 10.3964, -10.9256], [3.2414, -1.4523, -6.5861], [2.3601, -2.4557, -6.3142], [3.0066, -3.4648, -5.5690], [4.2473, -2.9161, -5.3126], [4.3514, -1.6755, -5.8826], [3.0299, -0.5976, -7.2114], [1.3373, -2.5350, -6.6520], [2.6639, -4.3888, -5.1271], [4.9637, -3.3456, -4.7450], [5.2746, -1.1327, -5.7427], [3.8295, -9.4352, 5.0152], [2.7329, -8.7676, 4.6652], [1.6042, -9.3837, 5.1676], [2.0481, -10.3202, 6.0000], [3.4990, -10.4055, 5.9803], [4.8543, -9.2552, 4.7257], [2.6984, -7.9081, 4.0122], [0.5481, -9.1938, 5.0446], [1.4089, -10.9349, 6.4834], [4.1605, -11.0861, 6.4957]], "atomic_forces_ev_per_a": [[-0.45, -1.21, -0.45], [1.34, -0.60, 1.39], [-1.57, 0.85, 1.34], [0.52, 0.80, -0.71], [-1.76, -1.13, -1.58], [-0.54, 0.34, -0.56], [0.55, 0.27, 0.13], [0.38, 0.31, 0.14], [2.21, -0.79, -1.52], [-0.24, 0.66, -0.33], [-1.00, 0.50, 1.33], [0.61, 0.01, -0.03], [-0.38, 0.38, 0.40], [-0.01, 0.64, -0.25], [-0.80, 0.25, 0.32], [0.43, -0.16, -0.38], [0.08, 1.01, 0.79], [0.44, -0.23, 0.24], [-0.38, -0.57, -0.22], [-0.18, 0.20, -0.14], [0.22, -0.58, 0.20], [0.02, 0.00, 0.26], [0.12, -0.41, -0.02], [0.49, -0.20, -0.18], [0.25, -0.68, -0.40], [-0.35, 0.32, 0.22], [0.05, 1.13, -0.10], [1.69, 2.67, 0.88], [0.17, -3.57, -1.84], [-1.77, -0.69, 1.58], [0.44, 0.70, 0.35], [-0.67, -0.47, 0.01], [-0.29, 0.67, 0.38], [0.05, 0.36, -0.15], [1.35, 0.75, -1.62], [0.50, -0.72, -0.42], [-1.73, 0.10, -0.72], [0.04, -0.23, 0.83], [-0.31, -0.43, -0.48], [-0.19, -0.70, -0.11], [0.20, 0.03, 0.92], [-0.27, 0.10, -0.11], [0.09, -0.31, 0.44], [-0.36, -0.31, -0.02], [0.16, -0.23, -0.37], [0.43, 0.06, 0.14], [-0.17, -0.03, 0.01], [-0.08, 0.46, 0.08], [0.01, 0.00, -0.15], [0.16, 0.63, 0.19], [0.79, -0.05, -0.08], [-0.28, 0.10, 0.35], [-1.28, 0.30, -1.18], [-0.78, 0.49, 1.05], [-0.09, -0.70, 0.18], [0.13, -0.35, -2.42], [0.97, 0.73, 2.58], [0.68, 0.26, -0.22], [-1.33, -0.84, 1.22], [0.85, 0.76, -1.63], [-2.63, 0.94, 1.70], [0.68, -1.62, -1.59], [0.54, 0.43, 0.26], [0.07, 0.23, -0.19], [0.51, -0.50, 0.13], [0.65, -0.21, 0.09], [0.95, 0.35, -0.23], [-0.38, 0.09, 0.07], [0.27, 0.48, -0.75], [0.70, -0.26, 0.28], [-0.08, -0.44, 0.14], [0.43, 0.08, -0.20], [0.01, -0.62, 0.56], [0.07, -0.37, -0.21], [-0.26, 0.39, 0.56], [0.14, 0.24, -0.40], [-0.44, -0.16, 0.04], [-0.37, 0.31, 0.19], [-1.36, -0.10, -1.43], [0.60, -0.05, 1.47], [-1.83, 1.71, -1.92], [0.90, 0.62, 1.40], [1.30, -1.20, -0.05], [-1.88, -0.92, 2.85], [1.39, 0.49, 0.36], [-0.37, -0.25, -1.51], [3.30, 1.39, 1.28], [-2.70, -2.08, -0.67], [-0.47, 0.13, -1.27], [-0.11, 0.02, -0.07], [0.10, 0.15, -0.18], [0.12, -0.12, -0.18], [0.30, -0.58, 0.15], [0.91, -0.75, -0.04], [-0.15, 0.08, -0.12], [-0.02, -0.22, -0.76], [-0.34, 0.21, -0.31], [-0.41, -0.38, 0.53], [0.40, 0.58, -0.18], [0.45, 0.38, 0.20], [-0.82, -0.37, -0.15], [-0.65, 0.86, 0.11], [0.77, -0.04, 0.44], [0.61, 0.44, 0.07], [-0.77, -0.17, 0.06], [0.26, 0.70, -1.39], [-0.40, -1.98, -0.14], [-0.54, 0.16, 0.43], [1.42, -0.41, -1.69], [-1.57, 1.20, -0.27], [2.50, -1.22, -0.90], [0.06, -0.13, 0.85], [1.22, 0.88, 1.47], [-1.92, -0.99, -0.83], [1.18, 0.72, 1.16], [0.01, 0.03, -0.11], [-0.14, 0.07, 0.20], [0.24, -0.29, 0.45], [-0.24, -0.21, 0.67], [0.09, 0.50, 0.01], [-0.44, 0.05, 0.40], [-0.20, 0.30, -0.18], [-0.18, 0.29, -0.25], [0.13, 0.35, -0.12], [-0.71, 0.03, -0.20], [0.45, -0.54, -0.21], [-0.10, 0.44, -0.54], [-0.10, -0.02, 0.62], [-0.06, 0.45, 0.25], [-0.18, -0.23, 0.23], [0.52, 0.32, -0.56], [0.91, 0.00, -0.75], [-2.34, 1.03, -0.37], [0.55, -0.50, -2.11], [-0.24, 0.44, 0.37], [0.66, -0.32, 2.72], [-0.28, -0.25, -0.69], [1.03, -0.05, 0.40], [-0.35, 0.25, 1.15], [0.59, -0.19, -0.69], [-0.23, 0.09, -0.13], [-0.27, 0.02, -0.19], [-0.58, -0.12, 0.39], [0.14, -0.48, 0.43], [-0.36, 0.39, -0.33], [0.34, -0.30, 0.80], [0.06, 0.14, -0.14], [0.10, -0.31, 0.05], [-0.71, -0.47, -0.28], [0.18, 0.08, -0.48], [-0.31, 0.27, 0.56], [0.19, -0.20, -0.40], [0.44, 0.10, -0.09], [-0.02, 0.17, 0.40], [-0.23, 0.04, -0.22], [0.21, -0.14, 0.16], [3.01, -0.83, 0.19], [-2.58, -1.34, 2.19], [0.28, 1.39, -0.99], [-0.95, 0.23, -1.21], [-0.02, -0.09, 0.92], [-0.16, -0.18, -0.08], [0.07, -0.10, -0.38], [0.28, 0.15, 0.27], [-0.09, 0.03, -0.41], [0.18, 0.76, -0.49], [0.95, 2.55, 1.03], [-0.52, -0.09, -0.71], [-0.17, -0.40, 1.18], [0.62, -3.73, -0.70], [-1.58, 0.88, -0.46], [0.08, 0.06, -0.18], [-0.05, 0.03, 0.13], [0.05, 0.21, 0.00], [0.52, -0.09, -0.18], [0.10, 0.54, -0.12], [-0.55, 1.22, 2.42], [-1.02, 1.97, -1.01], [-0.30, -1.52, -1.17], [1.59, 0.27, 0.87], [-1.16, -1.14, -1.68], [0.22, 0.34, 0.10], [0.25, 0.19, 0.13], [0.24, -0.83, 0.47], [0.41, -0.13, 0.08], [0.31, -0.37, -0.22], [-0.68, 2.44, -0.90], [-1.53, -3.56, 0.44], [-0.08, 2.21, -0.41], [-0.13, -0.61, 0.57], [2.47, -0.91, 0.82], [0.08, 0.06, 0.18], [0.08, 0.01, -0.13], [0.11, 0.13, -0.15], [-0.21, 0.14, -0.16], [-0.14, 0.10, -0.25], [3.11, -2.46, 2.88], [-3.27, 2.26, -2.56], [0.52, 1.05, -0.01], [2.14, -2.23, 1.45], [-2.38, 1.32, -1.88], [-0.09, 0.23, -0.03], [0.01, -0.09, -0.13], [0.17, 0.10, 0.04], [0.45, -0.02, 0.09], [-0.67, -0.14, 0.16]], "max_force_ha_per_bohr": 0.095, "de_lowest_ev": 4.871, "total_charge": 0, "total_energy_ev": -172269.09411, "homo_lumo_gap_ev": 8.176, "homo_energy_ev": -8.05, "lumo_ev": 0.123}

{"formula": "C3H8N3", "method": "the ωB97M-V functional and the def2-TZVPD basis", "symbols": ["C", "C", "C", "N", "N", "N", "H", "H", "H", "H", "H", "H", "H", "H"], "coordinates": [[-1.8698, 1.1776, -0.4366], [-1.6704, -0.0374, 0.2066], [1.4895, -0.8087, -0.0206], [2.8280, -0.5177, 0.0787], [0.6421, 0.1572, 0.0236], [-2.1757, -1.0469, 0.5278], [-1.9755, 1.8301, 0.4186], [-2.7804, 1.1827, -1.0294], [1.2445, -1.8715, -0.1471], [3.4997, -1.3062, 0.0877], [3.3083, 0.3625, -0.0232], [1.0582, 1.0224, 0.2461], [-1.1822, 1.5890, -1.2049], [-2.4162, -1.7332, 1.2727]], "atomic_forces_ev_per_a": [[0.06, 2.79, -1.83], [-0.59, -3.47, -0.81], [1.87, 2.08, 0.15], [0.82, -2.83, -0.08], [-1.91, -2.40, 0.06], [0.80, 0.35, 1.77], [-0.10, 0.99, 0.00], [-0.67, -0.41, 0.57], [-0.13, 0.54, 0.10], [-0.87, 0.80, -0.08], [-0.77, 0.30, 0.05], [0.62, 1.27, 0.15], [0.38, -0.68, 1.19], [0.49, 0.67, -1.24]], "max_force_ha_per_bohr": 0.070, "de_lowest_ev": 2.858, "total_charge": 1, "total_energy_ev": -7702.42079, "homo_lumo_gap_ev": 9.464, "homo_energy_ev": -13.55, "lumo_ev": -4.082}

{"formula": "C8H24BBeF4O8", "method": "the ωB97M-V functional and the def2-TZVPD basis", "symbols": ["Be", "B", "F", "F", "F", "F", "C", "C", "O", "O", "H", "H", "H", "H", "H", "H", "C", "C", "O", "O", "H", "H", "H", "H", "H", "H", "C", "C", "O", "O", "H", "H", "H", "H", "H", "H", "C", "C", "O", "O", "H", "H", "H", "H", "H", "H"], "coordinates": [[-0.0871, -0.5423, -0.2718], [-0.1443, -1.4394, -3.3528], [0.8856, -1.0715, -2.5034], [-1.1910, -0.6951, -2.9214], [0.2282, -1.1028, -4.7056], [-0.4204, -2.7693, -3.2388], [-3.2149, 0.0373, -0.3619], [-2.8270, 1.1492, 0.7328], [-1.5508, 1.3919, 0.6052], [-2.6242, -1.1987, -0.1243], [-2.9482, 0.4007, -1.3543], [-4.2985, -0.0200, -0.2586], [-3.2508, 0.7545, 1.6562], [-3.2821, 2.0484, 0.3175], [-1.2972, 2.0697, 1.2359], [-3.3602, -1.8098, -0.2047], [1.8105, -3.5214, -0.0125], [0.4182, -3.9824, 0.4828], [-0.6530, -3.1753, -0.0740], [2.0026, -2.0947, 0.0779], [1.9935, -3.9127, -1.0132], [2.4573, -4.0936, 0.6526], [0.3644, -3.9647, 1.5713], [0.2876, -5.0149, 0.1589], [-1.4385, -3.1702, 0.4779], [2.9242, -1.8346, 0.0099], [1.1610, 1.1065, 2.3970], [0.7958, -0.2348, 2.9157], [-0.4046, -0.6649, 2.3023], [1.5200, 1.0356, 0.9812], [2.0056, 1.6633, 2.8029], [0.2891, 1.7279, 2.6011], [0.8237, -0.2620, 4.0050], [1.5593, -0.9826, 2.7009], [-1.0920, -1.0212, 2.8699], [1.5896, 1.9007, 0.5707], [1.5036, 3.9266, -1.0365], [0.2844, 3.1106, -1.6786], [0.5268, 1.6887, -1.5982], [1.9030, 3.4997, 0.3500], [1.4430, 5.0119, -0.9551], [2.4442, 3.6201, -1.4941], [0.0776, 3.4439, -2.6956], [-0.5969, 3.3761, -1.0946], [1.0365, 1.4202, -2.3662], [2.3465, 4.1954, 0.8407]], "atomic_forces_ev_per_a": [[0.09, -1.53, -0.18], [0.01, -1.37, -3.89], [2.01, 1.07, 2.89], [-2.10, 1.72, 1.22], [-0.31, -0.05, 1.74], [0.12, -0.45, 0.26], [-0.72, 2.65, 1.00], [-5.47, -2.35, -3.04], [6.17, -0.03, -0.04], [0.80, 0.02, 0.54], [0.02, 0.02, -0.12], [-0.06, -0.11, -0.34], [0.50, 0.52, 0.53], [-1.29, -0.02, 0.68], [0.49, 0.02, 0.15], [0.39, -0.80, -0.14], [-0.81, -0.84, 0.13], [-0.10, 0.76, -0.28], [1.17, 1.14, -0.27], [-1.43, 0.15, 0.46], [-0.13, 0.52, -0.21], [0.50, 0.43, 0.10], [0.05, 0.17, 0.06], [0.04, 0.00, -0.07], [0.08, -0.26, 0.22], [0.14, -0.20, -0.20], [0.13, 0.90, -0.97], [1.36, -1.49, 0.65], [0.04, 0.38, -1.25], [-1.56, -2.14, 0.43], [0.21, -0.49, 0.77], [-0.13, 0.45, -0.50], [-0.72, 0.44, 0.11], [0.22, 0.07, -0.48], [0.13, -0.05, 0.31], [0.30, 0.88, 0.11], [1.43, -0.17, 2.04], [0.50, -0.73, 1.11], [-0.70, 1.78, 0.72], [-1.70, -0.60, -2.02], [-0.54, -0.12, -0.69], [-0.09, 0.01, -1.12], [0.66, 0.01, -0.16], [-0.01, -0.43, 0.31], [0.27, -0.60, -0.75], [0.05, 0.68, 0.18]], "max_force_ha_per_bohr": 0.130, "total_charge": 2, "total_energy_ev": -36994.18142, "spin_multiplicity": 2, "homo_lumo_gap_ev": [7.613, 2.677], "homo_energy_ev": [-16.15, -16.15], "lumo_ev": [-8.536, -13.472], "s_squared": 0.756}